*w*
# C4H13NO2

A 3-piece molecular cluster, C4H13NO2 overall (wB97M-V/def2-TZVPD, the Open Molecules 2025 dataset).

CARTESIAN COORDINATES (ANGSTROEM)
C -1.59 -1.76 1.14
C -0.66 -0.81 0.43
C -0.54 -0.97 -0.94
N 0.09 0.08 -1.48
C 0.59 -0.21 -2.87
H -2.56 -1.18 1.28
H -1.81 -2.69 0.46
H -1.17 -2.14 2.04
H -0.04 -0.21 1.04
H -0.89 -1.75 -1.56
H 0.91 0.62 -0.89
H 1.66 -0.03 -2.85
H 0.35 -1.05 -3.49
H 0.10 0.46 -3.45
H -0.64 0.58 2.86
H -1.43 1.88 2.77
O -0.52 1.59 3.12
H 2.14 2.31 0.28
H 3.02 1.14 0.06
O 2.13 1.41 0.04

The charge is +1. The HOMO energy (alpha / beta) is -13.87 / -14.66 eV. The HOMO-LUMO gap (alpha / beta) comes out at 10.417 / 8.368 eV. The spin multiplicity is 2.

Here are the Löwdin charges for atoms 1 to 8, given in e: number 1, C, carries -0.0604; number 2, C, carries -0.0262; number 3, C, carries -0.0654; number 4, N, carries 0.0457; number 5, C, carries -0.0237; number 6, H, carries 0.1227; number 7, H, carries 0.1235; number 8, H, carries 0.0714


*x*
# C4H13NO2

A 3-piece molecular cluster, C4H13NO2 overall (wB97M-V/def2-TZVPD, the Open Molecules 2025 dataset).

CARTESIAN COORDINATES (ANGSTROEM)
N 0.20 -0.52 0.61
C -0.85 -1.60 0.72
C -2.20 -0.76 0.61
C -1.97 0.30 -0.44
C -0.47 0.74 0.02
H 0.35 -0.18 1.55
H -0.70 -2.36 -0.10
H -0.81 -2.09 1.72
H -3.16 -1.45 0.53
H -2.37 -0.38 1.64
H -1.90 -0.03 -1.47
H -2.76 1.10 -0.42
H 0.12 1.24 -0.80
H -0.55 1.68 0.66
H 2.20 -0.33 0.00
H 3.37 -0.39 -0.82
O 3.14 -0.42 0.07
H 3.07 2.11 -0.67
H 2.56 1.19 -1.80
O 2.72 2.14 -1.60

The charge is +1. The HOMO energy (alpha / beta) is -14.86 / -14.85 eV. The HOMO-LUMO gap (alpha / beta) comes out at 11.430 / 5.576 eV. The spin multiplicity is 2.

Here are the Löwdin charges for atoms 1 to 8, given in e: number 1, N, carries 0.1645; number 2, C, carries -0.0869; number 3, C, carries -0.1683; number 4, C, carries -0.1267; number 5, C, carries -0.0882; number 6, H, carries 0.1565; number 7, H, carries 0.1614; number 8, H, carries 0.1386


*y*
# C4H13NO2

A 3-piece molecular cluster, C4H13NO2 overall (wB97M-V/def2-TZVPD, the Open Molecules 2025 dataset).

CARTESIAN COORDINATES (ANGSTROEM)
N 0.23 -1.63 1.21
C 1.26 -0.75 0.79
C -0.28 0.26 -2.65
C 0.01 -0.28 -1.31
C 1.15 -0.31 -0.62
H 0.10 -2.46 0.65
H 0.27 -1.87 2.20
H 2.23 -1.32 0.79
H 1.47 0.03 1.53
H -0.47 -0.60 -3.32
H -1.16 0.89 -2.63
H 0.56 0.74 -3.16
H -0.93 -0.55 -0.82
H 2.08 0.15 -0.94
H -0.38 1.79 1.56
H 0.20 2.27 0.17
O -0.19 2.56 1.00
H -1.48 0.08 1.39
H -2.80 0.49 2.01
O -1.86 0.51 2.16

The charge is +1. The HOMO energy (alpha / beta) is -14.48 / -14.46 eV. The HOMO-LUMO gap (alpha / beta) comes out at 10.754 / 5.600 eV. The spin multiplicity is 2.

Here are the Löwdin charges for atoms 1 to 8, given in e: number 1, N, carries 0.1424; number 2, C, carries -0.2135; number 3, C, carries -0.0397; number 4, C, carries -0.0791; number 5, C, carries -0.0212; number 6, H, carries 0.1344; number 7, H, carries 0.1393; number 8, H, carries 0.1913


*z*
# C4H13NO2

A 3-piece molecular cluster, C4H13NO2 overall (wB97M-V/def2-TZVPD, the Open Molecules 2025 dataset).

CARTESIAN COORDINATES (ANGSTROEM)
C 0.67 -2.25 0.75
C 1.16 -0.91 0.27
C 0.30 -0.63 -1.05
C 0.40 1.41 -2.27
N -0.05 0.77 -1.25
H 0.66 -2.32 1.89
H -0.35 -2.61 0.44
H 1.35 -3.17 0.42
H 2.18 -0.95 0.23
H 0.99 -0.12 1.12
H -0.69 -1.13 -0.96
H 0.76 -1.21 -1.80
H 1.14 1.00 -2.96
H 0.17 2.47 -2.48
H -1.22 0.24 0.91
H -0.65 -0.39 1.96
O -1.40 -0.65 1.46
H -2.48 3.30 0.71
H -1.25 3.97 1.32
O -1.69 3.19 1.26

The charge is +1. The HOMO energy (alpha / beta) is -14.65 / -14.64 eV. The HOMO-LUMO gap (alpha / beta) comes out at 9.150 / 5.118 eV. The spin multiplicity is 2.

Here are the Löwdin charges for atoms 1 to 8, given in e: number 1, C, carries -0.1591; number 2, C, carries -0.2129; number 3, C, carries -0.1453; number 4, C, carries 0.1686; number 5, N, carries 0.2262; number 6, H, carries 0.1039; number 7, H, carries 0.0837; number 8, H, carries 0.1229


Tell me which of them is the most stable. Sure, it is *w*.


*w*
# C7H8O

An isolated molecule of C7H8O (wB97M-V/def2-TZVPD, the Open Molecules 2025 dataset).

CARTESIAN COORDINATES (ANGSTROEM)
O -2.24 -1.44 -1.06
C -1.16 -1.16 -0.69
C -0.10 -2.11 -0.10
C 0.92 -1.57 0.53
C 0.73 -0.10 0.13
C 0.73 1.46 0.59
C -0.44 1.53 -0.46
C -0.79 0.10 -0.09
H 0.02 -3.10 -0.23
H 1.86 -2.00 0.90
H 1.20 0.02 -0.86
H 1.63 2.22 0.55
H 0.13 1.55 1.69
H 0.26 1.78 -1.35
H -1.24 2.55 -0.53
H -1.52 0.28 0.98

Its SMILES is O=C1C=C[C@@H]2CC[C@@H]12. The HOMO energy is -9.47 eV. The HOMO-LUMO gap comes out at 9.539 eV.

Here are the Löwdin charges for atoms 1 to 8, given in e: number 1, O, carries 0.1418; number 2, C, carries -0.3811; number 3, C, carries -0.0169; number 4, C, carries 0.0111; number 5, C, carries -0.2551; number 6, C, carries -0.1559; number 7, C, carries -0.2191; number 8, C, carries -0.2504


*x*
# C7H8O

An isolated molecule of C7H8O (wB97M-V/def2-TZVPD, the Open Molecules 2025 dataset).

CARTESIAN COORDINATES (ANGSTROEM)
C 1.09 0.19 1.34
C 0.35 1.30 1.07
C 0.54 1.78 -0.34
C 0.27 0.94 -1.32
C 0.11 -0.63 -1.09
O 0.98 -1.48 -1.02
C -1.15 -1.06 -0.66
C -1.38 -1.64 0.47
H 1.19 -0.42 2.21
H 1.91 -0.04 0.53
H -0.64 1.64 1.44
H 0.89 2.78 -0.63
H 0.43 1.27 -2.38
H -1.79 -0.60 -1.43
H -2.32 -2.05 0.80
H -0.48 -1.97 1.01

Its SMILES is C=C/C=C\C(=O)C=C. The HOMO energy is -9.60 eV. The HOMO-LUMO gap comes out at 10.244 eV.

Here are the Löwdin charges for atoms 1 to 8, given in e: number 1, C, carries -0.0052; number 2, C, carries -0.1445; number 3, C, carries -0.1351; number 4, C, carries -0.0240; number 5, C, carries -0.4459; number 6, O, carries 0.0823; number 7, C, carries -0.1603; number 8, C, carries 0.0582


*y*
# C7H8O

C7H8O as an isolated structure (wB97M-V/def2-TZVPD, the Open Molecules 2025 dataset).

CARTESIAN COORDINATES (ANGSTROEM)
C -0.96 1.59 0.10
C 0.04 -0.10 1.12
C -0.79 -0.79 0.00
C 0.20 -1.71 -0.45
C 1.44 -1.13 -0.46
C 1.17 0.25 0.08
C -0.02 0.66 -0.71
H -0.76 2.78 0.08
H -2.10 1.30 0.02
H -0.15 -0.58 2.18
H -1.88 -0.95 0.23
H -0.10 -2.74 -0.99
H 2.33 -1.47 -1.25
H 1.85 0.91 0.42
H 0.37 0.88 -1.76
O -0.63 1.09 1.39

The HOMO energy is -8.16 eV. The HOMO-LUMO gap comes out at 9.188 eV.

Here are the Löwdin charges for atoms 1 to 8, given in e: number 1, C, carries -0.1674; number 2, C, carries -0.2868; number 3, C, carries -0.1134; number 4, C, carries -0.1380; number 5, C, carries -0.0754; number 6, C, carries -0.1857; number 7, C, carries -0.1209; number 8, H, carries 0.1589


Tell me which of them is the most stable. Sure, it is *x*.